(1)
The following is a DFT calculation (ωB97M-V with the def2-TZVPD basis set) of an isolated molecule of C3H5N3.

Values from the calculation:
E_HOMO = -8.6 eV
2S+1 = 1
LUMO = 0.80 eV
SMILES = [H]/N=C/C(N)=C=N
total energy = -7660.21312 eV
net charge = 0
relative energy (zero: lowest compared OMol25 entry of this formula, charge and spin) = 216.4 kJ/mol

```
11
C3H5N3 (ωB97M-V with the def2-TZVPD basis set)
H 2.714 -1.159 -0.198
N 1.985 -0.453 -0.158
C 0.823 -0.970 -0.180
C -0.366 -0.127 -0.022
N -1.679 -0.669 -0.160
C -0.053 1.104 0.350
N 0.338 2.169 0.800
H 0.580 -2.039 -0.219
H -2.127 -0.322 -1.001
H -2.296 -0.489 0.623
H 0.139 2.941 0.169
```

(2)
The following is a DFT calculation (ωB97M-V with the def2-TZVPD basis set) of an isolated molecule of C3H5N3.

Values from the calculation:
E_HOMO = -9.8 eV
2S+1 = 1
LUMO = 1.18 eV
SMILES = Cc1cn[nH]n1
total energy = -7661.40190 eV
net charge = 0
relative energy (zero: lowest compared OMol25 entry of this formula, charge and spin) = 101.7 kJ/mol

```
11
C3H5N3 (ωB97M-V with the def2-TZVPD basis set)
C 0.547 -1.402 -0.806
C 0.085 -0.149 -0.142
C -0.156 0.130 1.198
N -0.573 1.377 1.351
N -0.572 1.822 0.115
N -0.166 0.973 -0.814
H 1.467 -1.776 -0.348
H -0.205 -2.194 -0.729
H 0.737 -1.209 -1.863
H -0.375 -0.354 2.145
H -0.788 2.780 -0.107
```